[1]
DFT (ωB97M-V/def2-TZVPD) results for a single C4H9NO molecule.

Structure (XYZ):
```
15
Properties=species:S:1:pos:R:3:forces:R:3:mulliken_charge:R:1
C 0.777053 -2.320796 0.131422 0.0 0.0 0.0 -1.17
C -0.558932 -1.688001 0.233150 0.0 0.0 0.0 -0.10
N -0.619602 -0.360552 0.333673 0.0 0.1 0.0 -0.04
C 0.332537 0.571071 0.324329 0.1 -0.3 0.0 -0.39
O -0.048948 1.858254 0.623046 0.0 -0.1 0.0 -0.40
C -0.351211 2.652934 -0.513662 -0.1 0.2 -0.2 -0.66
H 1.411047 -2.060965 0.998291 -0.1 0.0 -0.1 0.31
H 0.694093 -3.409610 0.088764 0.0 0.2 0.0 0.29
H 1.331720 -1.985684 -0.763186 -0.1 0.0 0.1 0.29
H -1.546859 0.042535 0.436316 0.1 -0.1 0.0 0.26
H -1.497255 -2.219863 0.189483 0.1 0.1 0.0 0.41
H 1.381037 0.305464 0.330934 -0.2 0.0 0.0 0.40
H -0.406039 3.691837 -0.176262 0.0 -0.2 -0.1 0.22
H -1.319735 2.367833 -0.950339 0.2 0.0 0.1 0.26
H 0.421095 2.555541 -1.285959 -0.1 0.0 0.1 0.31
```
Forces are in eV/Å.

Its total energy is -287.69961 Eh. The relative energy (zero: lowest compared OMol25 entry of this formula, charge and spin) is 83.4 kcal/mol. Its gap between HOMO and LUMO is 7.30 eV. The value obtained for the LUMO energy is 0.9681 eV. As for the highest occupied orbital energy: -6.328 eV. The calculation puts the maximum force at 0.344 eV/Å.



[2]
DFT (ωB97M-V/def2-TZVPD) results for a single C2H5IO2 molecule in a non-equilibrium geometry.

Structure (XYZ):
```
10
Properties=species:S:1:pos:R:3:forces:R:3:mulliken_charge:R:1
C -0.148461 -1.427211 0.251370 3.3 -2.8 0.9 -0.77
C 0.043148 0.923296 0.178564 1.6 -1.7 2.1 -0.21
O -1.030837 1.122022 -0.633151 1.1 1.4 0.9 -0.44
O 0.103835 -0.281371 0.923172 0.1 4.1 -0.1 -0.29
I 2.028945 1.204672 -1.159192 -0.8 -0.3 0.5 -0.11
H -0.063938 -2.308067 0.905321 -0.8 0.6 0.4 0.26
H 0.657914 -1.681267 -0.406949 0.8 0.3 -1.0 0.31
H -0.978911 -1.363944 -0.287904 -3.8 -0.2 -2.1 0.39
H 0.277027 1.707695 0.933070 -0.4 -0.5 -0.8 0.47
H -0.888722 2.104175 -0.704300 -1.1 -1.0 -0.8 0.40
```
Forces are in eV/Å.

Its total energy is -527.32316 Eh. As for the structure (SMILES): CO[C@H](O)I. The relative energy (zero: lowest compared OMol25 entry of this formula, charge and spin) is 35.1 kcal/mol. Its gap between HOMO and LUMO is 9.44 eV. The value obtained for the LUMO energy is 0.1707 eV. As for the highest occupied orbital energy: -9.265 eV. The calculation puts the maximum force at 4.445 eV/Å.



[3]
DFT (ωB97M-V/def2-TZVPD) results for 2 unconnected molecules or ions with the total composition C5H11NO in a non-equilibrium geometry.

Structure (XYZ):
```
18
Properties=species:S:1:pos:R:3:forces:R:3:mulliken_charge:R:1
C -2.529206 0.425390 -1.177967 0.8 0.2 -0.8 -1.10
C -0.998398 0.833172 -1.318030 -1.4 -2.0 -0.1 -0.25
C -0.198844 -0.097699 -0.420418 0.6 1.2 -0.7 -0.36
C 1.164353 0.079498 -0.312831 -0.6 -1.7 1.4 -0.23
N 1.974823 -0.815056 0.372618 0.3 1.7 -2.0 -0.89
C 1.378728 -1.813026 1.000646 -0.3 -2.0 1.4 -0.69
H -2.729630 -0.194038 -2.059498 -0.4 0.1 0.1 0.25
H -2.697831 -0.216979 -0.318366 0.0 0.2 0.3 0.32
H -3.239412 1.255358 -1.182027 0.1 0.0 0.1 0.32
H -0.767262 0.481862 -2.338877 0.1 0.9 -0.1 0.15
H -0.855026 1.906004 -1.226625 0.3 0.0 0.2 0.37
H -0.589403 -1.112196 -0.372424 0.0 0.1 0.5 0.26
H 1.586036 0.905881 -0.877434 0.6 0.2 0.5 0.38
H 1.903922 -2.764666 1.192737 0.4 0.6 -0.2 0.23
H 0.545605 -1.759538 1.717114 -0.4 0.7 -0.6 0.30
H 2.159952 0.271024 2.166820 -0.3 -0.6 0.2 0.36
H 1.980075 1.700878 2.295101 -0.3 0.0 0.5 0.31
O 1.911512 0.914129 2.859459 0.5 0.5 -0.7 -0.74
```
Forces are in eV/Å.

Its total energy is -327.01914 Eh. The relative energy (zero: lowest compared OMol25 entry of this formula, charge and spin) is 35.0 kcal/mol. Its gap between HOMO and LUMO (alpha / beta) is 4.91 / 6.79 eV. The value obtained for the LUMO energy (alpha / beta) is 4.0965 / 4.0522 eV. As for the highest occupied orbital energy (alpha / beta): -0.812 / -2.742 eV. The calculation puts the maximum force at 2.601 eV/Å. The spin multiplicity is 2. The net charge is -1.



[4]
DFT (ωB97M-V/def2-TZVPD) results for a gas-phase ion, C5H8NO (charge +1) in a non-equilibrium geometry.

Structure (XYZ):
```
15
Properties=species:S:1:pos:R:3:forces:R:3:mulliken_charge:R:1
C -0.670307 0.846807 -0.153136 0.7 0.9 0.5 -0.48
C 0.640159 0.378179 -0.074923 -0.2 -2.4 0.0 0.25
C -1.776862 0.035303 -0.012247 -1.2 0.6 0.9 0.79
C 1.809946 1.165916 -0.472420 -1.3 -0.1 -0.6 -1.17
C -1.773968 -1.399348 0.144278 0.0 -1.2 -2.2 -1.05
N -3.197821 0.814589 0.219416 -0.1 0.2 0.1 0.12
O -4.219490 0.247942 0.075718 2.1 -0.1 -0.2 -0.19
H -0.713563 1.944281 -0.257883 -0.7 -0.6 -0.3 0.31
H 0.855359 -0.720995 0.292299 -0.5 2.2 -0.9 0.29
H 1.528555 2.189002 -0.696759 0.0 0.0 -0.9 0.34
H 2.342509 1.287633 0.416042 1.6 -0.1 1.7 0.39
H 2.438896 0.610558 -1.200596 -0.3 0.5 0.4 0.34
H -1.515748 -1.886873 1.081122 0.1 0.4 0.3 0.33
H -2.764217 -1.827353 -0.186743 0.9 0.4 0.3 0.36
H -0.967252 -1.657143 -0.614763 -1.1 -0.5 0.9 0.35
```
Forces are in eV/Å.

Its total energy is -324.86663 Eh. As for the structure (SMILES): C/C=C/C(C)=[N+]=O. The relative energy (zero: lowest compared OMol25 entry of this formula, charge and spin) is 108.1 kcal/mol. Its gap between HOMO and LUMO (alpha / beta) is 6.78 / 6.86 eV. The value obtained for the LUMO energy (alpha / beta) is -7.2368 / -7.2460 eV. As for the highest occupied orbital energy (alpha / beta): -14.016 / -14.107 eV. The calculation puts the maximum force at 2.529 eV/Å. The net charge is +1.